(1)
18
Properties=species:S:1:pos:R:3 method="wB97M-V/def2-TZVPD" e_homo_ev=-9.716 max_force_ev_per_a=3.66 smiles="CC(C)[C@@H](N)C=O" total_energy_ha=-327.07037 total_charge=0
C -0.381 0.078 2.177
C -0.302 0.545 0.698
C -1.722 0.761 0.057
C 0.496 -0.452 -0.142
N -0.391 -1.693 -0.342
C 0.997 -0.004 -1.467
O 1.635 1.021 -1.515
H -1.370 -0.307 2.412
H 0.136 0.782 2.817
H 0.252 -0.834 2.220
H 0.300 1.454 0.633
H -1.639 1.005 -1.008
H -2.270 -0.160 0.141
H -2.162 1.544 0.691
H 1.340 -0.796 0.451
H 0.221 -2.498 -0.462
H -0.876 -1.894 0.525
H 0.995 -0.687 -2.342

***

(2)
256
Properties=species:S:1:pos:R:3 method="wB97M-V/def2-TZVPD" e_homo_ev=-8.473 max_force_ev_per_a=3.19 total_energy_ha=-4525.54307 total_charge=0
C 1.929 12.905 -9.671
O 2.246 11.662 -10.085
C 3.640 11.412 -10.262
C 3.620 9.938 -10.553
N 3.638 9.207 -9.204
C 3.645 7.747 -9.398
C 3.614 6.978 -8.018
O 2.369 7.319 -7.382
C 2.382 6.803 -6.058
H 2.281 13.673 -10.360
H 2.382 13.039 -8.689
H 0.848 13.047 -9.658
H 4.157 11.617 -9.324
H 4.195 12.039 -10.960
H 4.453 9.567 -11.151
H 2.752 9.594 -11.114
H 2.840 9.467 -8.641
H 4.548 7.467 -9.940
H 2.763 7.488 -9.984
H 4.461 7.338 -7.435
H 3.719 5.894 -8.068
H 1.460 6.929 -5.491
H 3.103 7.184 -5.334
H 2.493 5.719 -6.085
C -6.986 4.041 -4.022
O -5.550 4.015 -4.100
C -5.038 5.170 -4.747
C -3.754 4.963 -5.486
N -3.955 4.131 -6.701
C -2.725 3.894 -7.546
C -3.068 2.842 -8.613
O -3.325 1.604 -7.939
C -3.511 0.484 -8.891
H -7.339 4.941 -3.520
H -7.446 3.286 -3.384
H -7.455 3.958 -5.003
H -4.864 5.879 -3.938
H -5.715 5.564 -5.505
H -3.069 4.408 -4.845
H -3.274 5.906 -5.751
H -4.384 3.245 -6.474
H -1.920 3.572 -6.885
H -2.371 4.823 -7.993
H -2.333 2.761 -9.414
H -3.965 3.153 -9.149
H -3.542 -0.503 -8.429
H -2.784 0.471 -9.703
H -4.444 0.649 -9.429
C -7.764 -8.871 -1.375
O -6.951 -8.440 -2.446
C -7.727 -8.708 -3.682
C -7.076 -8.079 -4.965
N -7.191 -6.593 -4.959
C -6.207 -6.129 -5.879
C -5.904 -4.617 -5.646
O -4.958 -4.518 -4.552
C -4.790 -3.271 -3.936
H -7.393 -8.591 -0.389
H -7.717 -9.954 -1.483
H -8.819 -8.615 -1.481
H -8.715 -8.282 -3.512
H -7.942 -9.765 -3.841
H -7.646 -8.436 -5.823
H -6.052 -8.445 -5.046
H -6.799 -6.326 -4.067
H -6.435 -6.170 -6.944
H -5.284 -6.683 -5.710
H -6.846 -4.151 -5.357
H -5.515 -4.174 -6.563
H -5.664 -2.959 -3.363
H -4.519 -2.551 -4.707
H -4.025 -3.246 -3.160
C -1.518 8.183 -0.997
O -1.174 9.004 -2.053
C -0.087 9.868 -1.873
C 0.103 10.671 -3.208
N -0.758 11.862 -3.347
C -2.230 11.712 -3.029
C -2.853 13.153 -3.313
O -3.061 13.536 -4.660
C -1.923 13.985 -5.367
H -1.708 8.826 -0.138
H -0.727 7.464 -0.784
H -2.412 7.627 -1.282
H 0.764 9.221 -1.662
H -0.185 10.379 -0.916
H -0.117 9.994 -4.034
H 1.115 11.061 -3.321
H -0.687 12.153 -4.311
H -2.504 11.392 -2.024
H -2.722 11.038 -3.731
H -2.418 13.946 -2.705
H -3.866 13.073 -2.917
H -1.271 13.168 -5.679
H -1.460 14.710 -4.698
H -2.378 14.386 -6.272
C 4.630 3.570 0.269
O 5.083 2.832 -0.836
C 5.765 1.568 -0.483
C 7.172 1.670 0.226
N 7.412 0.764 1.338
C 6.693 1.191 2.523
C 6.925 0.220 3.608
O 8.311 0.123 3.900
C 8.495 -0.964 4.832
H 5.445 4.046 0.815
H 4.088 2.916 0.952
H 3.963 4.346 -0.107
H 5.915 0.836 -1.277
H 5.063 1.069 0.185
H 7.331 2.710 0.511
H 7.956 1.429 -0.492
H 8.375 0.809 1.639
H 5.614 1.144 2.373
H 6.983 2.182 2.872
H 6.474 -0.739 3.355
H 6.435 0.541 4.527
H 9.561 -1.133 4.980
H 8.082 -1.896 4.447
H 8.094 -0.749 5.823
C -1.686 -8.121 -2.205
C -2.175 -7.715 -0.825
C -2.821 -6.333 -0.747
O -2.919 -5.914 0.595
C -3.769 -4.772 0.732
N -3.187 -8.698 -0.299
H -0.953 -7.395 -2.556
H -2.574 -8.248 -2.825
H -1.332 -9.141 -2.054
H -1.376 -7.767 -0.085
H -3.777 -6.253 -1.266
H -2.074 -5.664 -1.174
H -4.809 -4.931 0.446
H -3.333 -3.888 0.267
H -3.777 -4.440 1.770
H -3.088 -8.752 0.705
H -4.128 -8.455 -0.575
C 5.700 -5.840 -1.214
C 5.137 -4.550 -1.828
C 5.966 -4.037 -3.007
O 5.439 -2.963 -3.753
C 6.367 -2.321 -4.594
N 3.824 -4.776 -2.356
H 6.778 -5.821 -1.049
H 5.476 -6.660 -1.896
H 5.186 -5.925 -0.257
H 4.951 -3.784 -1.075
H 6.048 -4.927 -3.630
H 6.994 -3.861 -2.691
H 5.768 -1.579 -5.122
H 6.838 -2.909 -5.382
H 7.259 -1.991 -4.063
H 3.845 -5.428 -3.127
H 3.601 -3.910 -2.825
C 2.094 -1.642 2.379
C 1.027 -2.132 1.437
C 0.997 -1.467 0.081
O 0.601 -0.082 0.142
C 0.570 0.569 -1.097
N 1.161 -3.583 1.271
H 2.025 -2.046 3.389
H 2.060 -0.572 2.587
H 3.067 -1.867 1.943
H 0.053 -1.834 1.827
H 0.358 -1.976 -0.641
H 1.976 -1.469 -0.400
H 0.005 0.004 -1.838
H 1.579 0.726 -1.479
H 0.036 1.514 -0.992
H 0.287 -4.024 1.022
H 1.780 -3.754 0.492
C 4.509 -6.833 4.967
C 3.258 -7.777 4.870
C 3.260 -8.939 5.903
O 4.521 -9.573 6.096
C 4.603 -10.810 6.869
N 2.007 -7.093 5.117
H 4.578 -5.918 4.379
H 5.385 -7.428 4.709
H 4.558 -6.618 6.035
H 3.299 -8.285 3.907
H 2.519 -9.682 5.608
H 2.956 -8.559 6.878
H 4.419 -10.572 7.916
H 5.464 -11.469 6.748
H 3.753 -11.453 6.642
H 1.833 -6.430 4.374
H 2.136 -6.494 5.920
C 1.712 3.426 5.895
C 3.180 3.711 6.240
C 3.681 5.182 6.045
O 3.917 5.479 4.649
C 3.963 6.886 4.351
N 3.344 3.388 7.680
H 1.050 3.680 6.723
H 1.551 2.366 5.697
H 1.454 4.004 5.007
H 3.671 3.055 5.521
H 4.566 5.237 6.680
H 3.045 5.961 6.465
H 3.870 7.038 3.275
H 4.918 7.345 4.603
H 3.096 7.425 4.733
H 4.259 3.551 8.077
H 3.156 2.416 7.879
C 2.374 -3.264 11.228
C 3.001 -2.632 9.996
C 1.899 -2.220 9.027
O 1.324 -3.347 8.389
C 0.023 -3.051 7.842
N 3.836 -1.502 10.385
H 3.241 -3.548 11.825
H 1.834 -4.195 11.059
H 1.723 -2.704 11.899
H 3.662 -3.334 9.489
H 2.367 -1.723 8.177
H 1.244 -1.543 9.575
H -0.358 -3.869 7.231
H 0.053 -2.255 7.097
H -0.655 -2.867 8.676
H 4.580 -1.890 10.947
H 3.270 -0.979 11.037
C -5.099 -8.674 5.371
C -3.861 -7.871 5.700
C -3.481 -8.170 7.162
O -4.469 -7.591 8.006
C -3.976 -7.380 9.365
N -2.806 -8.328 4.792
H -5.526 -8.442 4.395
H -5.902 -8.405 6.057
H -4.947 -9.752 5.410
H -4.047 -6.820 5.480
H -2.530 -7.687 7.391
H -3.224 -9.214 7.337
H -3.481 -6.410 9.408
H -3.265 -8.157 9.643
H -4.852 -7.365 10.014
H -1.882 -7.982 5.007
H -2.893 -7.873 3.894
C -5.661 -1.277 5.285
C -5.034 -0.057 4.632
C -6.062 0.937 3.913
O -5.355 1.926 3.136
C -5.048 1.549 1.788
N -4.377 0.707 5.703
H -4.938 -1.689 5.989
H -5.880 -2.094 4.598
H -6.553 -0.979 5.837
H -4.288 -0.309 3.879
H -6.542 1.501 4.713
H -6.863 0.434 3.370
H -4.465 2.285 1.235
H -5.949 1.395 1.194
H -4.404 0.672 1.736
H -5.048 1.154 6.312
H -3.838 1.463 5.304

***

(3)
9
Properties=species:S:1:pos:R:3 method="wB97M-V/def2-TZVPD" e_homo_ev=-3.981 max_force_ev_per_a=0.76 total_energy_ha=-283.86537 total_charge=-1
O -0.021 -0.009 -2.072
C 0.999 0.642 -1.795
O 1.230 1.350 -0.779
H 1.866 0.635 -2.505
C -0.527 -0.291 1.271
N -1.548 -1.043 1.209
H -0.120 0.128 0.338
H 0.027 -0.103 2.203
H -1.904 -1.309 2.129